# 1
Here is a structure of composition C36H29Cl5IN2P2V in a non-equilibrium geometry from the OMol25 dataset. Energies are from wB97M-V/def2-TZVPD.

Computed properties:
* frontier orbital gap (alpha / beta): 7.24 / 6.88 eV
* calculated total energy: -5723.87391 Eh
* HOMO (alpha / beta): -10.184 / -9.639 eV
* E_LUMO (alpha / beta): -2.943 / -2.757 eV
* M: 906.7 g/mol
* max |F|: 1.6 eV/A

ORCA input file:
```
! RIJCOSX wB97M-V def2-TZVPD def2/J DEFGRID3
* xyz 1 2
V 0.31 -0.34 -0.82
C -1.68 0.73 2.17
C -2.56 0.21 1.02
P -1.83 0.80 -0.57
C -2.93 0.15 -1.87
C -2.78 0.69 -3.16
C -3.53 0.20 -4.21
C -4.43 -0.84 -4.00
C -4.57 -1.38 -2.73
C -3.81 -0.90 -1.67
C -2.38 2.55 -0.48
C -3.68 2.89 -0.85
C -4.12 4.20 -0.73
C -3.27 5.18 -0.25
C -1.97 4.85 0.12
C -1.53 3.54 0.02
C -0.69 -0.32 2.66
P 0.69 -0.78 1.49
C 1.08 -2.44 2.18
C 1.71 -3.40 1.39
C 2.03 -4.64 1.91
C 1.71 -4.95 3.22
C 1.10 -4.00 4.02
C 0.79 -2.75 3.51
C 2.03 0.25 2.17
C 2.15 1.54 1.67
C 3.06 2.43 2.22
C 3.86 2.03 3.28
C 3.73 0.75 3.79
C 2.82 -0.15 3.24
H -2.31 1.01 3.02
H -1.14 1.63 1.86
H -3.58 0.59 1.10
H -2.58 -0.88 1.03
H -2.10 1.52 -3.33
H -3.42 0.62 -5.20
H -5.01 -1.23 -4.82
H -5.27 -2.19 -2.56
H -3.93 -1.35 -0.70
H -4.34 2.13 -1.24
H -5.13 4.45 -1.02
H -3.61 6.20 -0.16
H -1.31 5.61 0.50
H -0.51 3.30 0.31
H -1.24 -1.25 2.87
H -0.21 0.03 3.57
H 1.96 -3.17 0.37
H 2.52 -5.37 1.29
H 1.94 -5.92 3.63
H 0.85 -4.23 5.05
H 0.35 -2.03 4.17
H 1.51 1.85 0.85
H 3.14 3.43 1.84
H 4.57 2.71 3.71
H 4.34 0.44 4.63
H 2.74 -1.14 3.65
Cl 4.24 -1.06 -0.90
C 3.00 -2.03 -1.64
C 1.67 -1.71 -1.41
C 0.76 -2.67 -1.85
Cl -0.84 -2.36 -1.30
C 1.08 -3.82 -2.55
Cl -0.13 -4.92 -3.07
C 2.44 -4.06 -2.82
Cl 2.91 -5.46 -3.69
C 3.40 -3.18 -2.33
Cl 5.07 -3.51 -2.57
I 1.30 5.01 -3.49
C 1.64 3.18 -2.55
C 2.85 2.56 -2.26
N 2.55 1.44 -1.59
N 1.23 1.29 -1.42
C 0.66 2.35 -2.00
H 3.84 2.86 -2.50
H 3.20 0.73 -1.23
H -0.40 2.51 -2.01
*
```

# 2
Here is an isolated molecule of C16H22N2 in a non-equilibrium geometry from the OMol25 dataset. Energies are from wB97M-V/def2-TZVPD.

Computed properties:
* frontier orbital gap: 9.27 eV
* calculated total energy: -732.36625 Eh
* HOMO: -8.414 eV
* E_LUMO: 0.852 eV
* SMILES string: [H]/N=C(\C=C\C1CCCCC1)NCc1ccccc1
* ΔE to the lowest compared entry with this formula, charge and spin: 158.5 kJ/mol
* M: 242.4 g/mol
* max |F|: 5.3 eV/A

ORCA input file:
```
! RIJCOSX wB97M-V def2-TZVPD def2/J DEFGRID3
* xyz 0 1
H 0.30 1.39 3.82
N 0.86 0.68 3.35
C 0.43 0.14 2.26
C -0.82 0.53 1.68
C -1.39 -0.05 0.54
C -2.58 0.43 -0.23
C -3.52 -0.78 -0.38
C -4.68 -0.41 -1.33
C -4.16 0.01 -2.70
C -3.24 1.25 -2.55
C -2.09 1.00 -1.54
N 1.24 -0.81 1.64
C 2.51 -1.29 2.16
C 3.59 -0.75 1.26
C 4.09 0.52 1.54
C 5.06 1.08 0.69
C 5.50 0.38 -0.41
C 5.03 -0.91 -0.69
C 4.08 -1.48 0.14
H -1.39 1.32 2.08
H -0.85 -0.87 0.06
H -3.11 1.26 0.26
H -3.90 -1.14 0.61
H -2.96 -1.57 -0.85
H -5.36 -1.26 -1.48
H -5.27 0.43 -0.96
H -3.58 -0.82 -3.16
H -4.98 0.30 -3.37
H -2.78 1.58 -3.51
H -3.82 2.10 -2.20
H -1.55 1.94 -1.32
H -1.39 0.31 -2.05
H 0.97 -1.07 0.70
H 2.67 -1.00 3.20
H 2.51 -2.42 2.12
H 3.72 1.08 2.42
H 5.44 2.07 0.88
H 6.28 0.81 -1.06
H 5.41 -1.48 -1.55
H 3.72 -2.48 -0.08
*
```

# 3
Here is a structure of composition Be2Br in a non-equilibrium geometry from the OMol25 dataset. Energies are from wB97M-V/def2-TZVPD.

Computed properties:
* frontier orbital gap: 5.70 eV
* calculated total energy: -2601.88424 Eh
* HOMO: -24.406 eV
* E_LUMO: -18.711 eV
* M: 97.9 g/mol
* max |F|: 1.4 eV/A

ORCA input file:
```
! RIJCOSX wB97M-V def2-TZVPD def2/J DEFGRID3
* xyz 3 1
Be 1.88 1.71 -1.44
Be -1.60 -1.67 1.79
Br -0.28 -0.04 -0.35
*
```

# 4
Here is an isolated molecule of C17H19Cl2N3O3 in a non-equilibrium geometry from the OMol25 dataset. Energies are from wB97M-V/def2-TZVPD.

Computed properties:
* frontier orbital gap: 8.50 eV
* calculated total energy: -1969.55242 Eh
* HOMO: -8.681 eV
* E_LUMO: -0.180 eV
* SMILES string: O=C(NCCCN1CCOCC1)c1cc(-c2ccc(Cl)c(Cl)c2)on1
* ΔE to the lowest compared entry with this formula, charge and spin: 13.9 kJ/mol
* M: 384.3 g/mol
* max |F|: 1.5 eV/A

ORCA input file:
```
! RIJCOSX wB97M-V def2-TZVPD def2/J DEFGRID3
* xyz 0 1
O -0.16 -0.66 0.25
C 0.25 0.48 0.35
N -0.53 1.56 0.54
C -1.97 1.46 0.52
C -2.52 1.46 -0.91
C -4.00 1.04 -0.92
N -4.24 -0.18 -0.17
C -5.66 -0.43 -0.03
C -5.87 -1.66 0.85
O -5.25 -2.80 0.31
C -3.87 -2.56 0.15
C -3.59 -1.35 -0.75
C 1.70 0.81 0.31
C 2.78 -0.11 0.24
C 3.89 0.70 0.20
C 5.31 0.41 0.13
C 6.24 1.45 0.11
C 7.59 1.18 0.04
C 8.04 -0.14 -0.01
Cl 9.72 -0.47 -0.10
C 7.11 -1.18 0.01
Cl 7.65 -2.82 -0.05
C 5.76 -0.91 0.08
O 3.49 1.99 0.25
N 2.15 2.04 0.31
H -0.08 2.47 0.51
H -2.24 0.52 1.00
H -2.39 2.29 1.09
H -1.93 0.76 -1.50
H -2.43 2.45 -1.36
H -4.33 0.95 -1.97
H -4.59 1.83 -0.45
H -6.14 -0.61 -1.02
H -6.14 0.43 0.43
H -5.46 -1.45 1.85
H -6.93 -1.90 0.94
H -3.40 -2.39 1.13
H -3.45 -3.46 -0.30
H -3.97 -1.56 -1.76
H -2.52 -1.19 -0.78
H 2.71 -1.17 0.21
H 5.90 2.47 0.15
H 8.31 1.98 0.02
H 5.06 -1.73 0.10
*
```

# 5
Here is a structure of composition C7H10O2 in a non-equilibrium geometry from the OMol25 dataset. Energies are from wB97M-V/def2-TZVPD.

Computed properties:
* frontier orbital gap: 10.22 eV
* calculated total energy: -422.93200 Eh
* HOMO: -9.313 eV
* E_LUMO: 0.905 eV
* ΔE to the lowest compared entry with this formula, charge and spin: 703.4 kJ/mol
* M: 126.2 g/mol
* max |F|: 6.4 eV/A

ORCA input file:
```
! RIJCOSX wB97M-V def2-TZVPD def2/J DEFGRID3
* xyz 0 1
C -1.05 1.26 -1.07
C -1.72 0.16 -0.01
C -0.72 -0.31 1.01
C 0.76 -0.84 1.00
C 1.70 -1.29 -0.15
C 0.78 0.41 -0.68
C 0.47 0.55 0.79
H -1.57 1.59 -2.04
H -1.16 2.15 -0.27
H -2.22 -0.72 -0.39
H -2.46 0.45 0.69
H -1.10 -0.89 1.93
H 0.94 -1.37 1.98
H 0.97 -1.95 -0.68
H 2.80 -1.49 0.13
H 0.28 -0.43 -0.93
H 0.98 1.48 1.06
O 2.05 -0.10 -0.88
O 0.29 1.36 -1.49
*
```

# 6
Here is a cluster of 2 separate species, C4H10NO3PS2 in total in a non-equilibrium geometry from the OMol25 dataset. Energies are from wB97M-V/def2-TZVPD.

Computed properties:
* frontier orbital gap: 5.43 eV
* calculated total energy: -1576.62695 Eh
* HOMO: 0.235 eV
* E_LUMO: 5.667 eV
* ΔE to the lowest compared entry with this formula, charge and spin: 110.7 kJ/mol
* M: 215.2 g/mol
* max |F|: 4.1 eV/A

ORCA input file:
```
! RIJCOSX wB97M-V def2-TZVPD def2/J DEFGRID3
* xyz -2 1
C -1.49 -0.34 -0.53
C -1.64 1.15 -0.27
C -0.41 1.82 -0.86
C 0.88 1.38 -0.28
N 1.40 -1.86 0.25
O 1.59 -3.18 0.90
O -0.07 -2.11 2.56
O -1.03 -3.18 0.40
P 0.09 -2.57 1.16
S 2.48 2.25 -0.69
S 3.80 1.12 0.40
H -2.33 -1.01 -0.15
H -0.54 -0.53 -0.15
H -1.40 -0.64 -1.55
H -1.64 1.35 0.88
H -2.53 1.45 -0.66
H -0.41 2.95 -0.58
H -0.54 1.48 -1.91
H 0.83 1.44 0.77
H 1.09 0.33 -0.49
H 1.89 -1.28 0.81
*
```

# 7
Here is a structure of composition C5H12N2O3 in a non-equilibrium geometry from the OMol25 dataset. Energies are from wB97M-V/def2-TZVPD.

Computed properties:
* frontier orbital gap: 10.23 eV
* calculated total energy: -532.85289 Eh
* HOMO: -9.665 eV
* E_LUMO: 0.569 eV
* ΔE to the lowest compared entry with this formula, charge and spin: 370.5 kJ/mol
* M: 148.2 g/mol
* max |F|: 4.5 eV/A

ORCA input file:
```
! RIJCOSX wB97M-V def2-TZVPD def2/J DEFGRID3
* xyz 0 1
C -0.23 -1.44 -0.81
C -0.17 -0.24 0.12
N -0.16 -0.53 1.55
C 1.03 0.06 0.95
C 2.30 -0.74 0.91
O 3.10 -0.52 2.05
C -0.99 0.99 -0.27
N -2.42 0.65 -0.49
O -0.76 2.12 0.19
H 0.37 -2.27 -0.41
H -1.26 -1.81 -0.91
H 0.16 -1.19 -1.80
H -0.69 0.19 2.04
H 1.19 1.12 1.17
H 2.07 -1.82 0.90
H 2.85 -0.50 -0.01
H 3.39 0.40 2.07
H -2.82 -0.09 0.08
H -3.03 1.46 -0.41
H -2.15 0.88 -2.06
O -0.95 1.17 -2.40
H -0.84 2.12 -2.44
*
```

# 8
Here is a cluster of 2 separate species, C4H10OS in total in a non-equilibrium geometry from the OMol25 dataset. Energies are from wB97M-V/def2-TZVPD.

Computed properties:
* frontier orbital gap: 10.14 eV
* calculated total energy: -631.77060 Eh
* HOMO: -9.111 eV
* E_LUMO: 1.025 eV
* SMILES string: C=CO.CCS
* ΔE to the lowest compared entry with this formula, charge and spin: 142.0 kJ/mol
* M: 106.2 g/mol
* max |F|: 1.9 eV/A

ORCA input file:
```
! RIJCOSX wB97M-V def2-TZVPD def2/J DEFGRID3
* xyz 0 1
C 1.52 -0.84 4.84
C 1.59 -0.60 6.16
O 1.45 -1.65 7.06
H 1.22 0.00 4.24
H 1.50 -1.85 4.46
H 1.78 0.33 6.67
H 1.88 -2.42 6.68
C -1.16 1.76 -4.18
C -1.24 0.48 -4.98
S -2.04 -1.02 -4.34
H -0.28 1.79 -3.53
H -2.02 1.94 -3.53
H -1.05 2.62 -4.85
H -1.78 0.72 -5.91
H -0.27 0.20 -5.35
H -1.11 -1.44 -3.45
*
```

# 9
Here is a structure of composition C9H15GaN4O3S2 in a non-equilibrium geometry from the OMol25 dataset. Energies are from wB97M-V/def2-TZVPD.

Computed properties:
* frontier orbital gap (alpha / beta): 3.50 / 7.52 eV
* calculated total energy: -3517.60323 Eh
* HOMO (alpha / beta): -6.720 / -10.557 eV
* E_LUMO (alpha / beta): -3.221 / -3.036 eV
* ΔE to the lowest compared entry with this formula, charge and spin: 0.0 kJ/mol
* M: 361.1 g/mol
* max |F|: 2.8 eV/A

ORCA input file:
```
! RIJCOSX wB97M-V def2-TZVPD def2/J DEFGRID3
* xyz 1 2
Ga 0.35 -0.81 0.32
O -0.69 0.10 1.63
N -1.53 -0.89 2.10
C -2.67 -0.37 2.72
C -3.70 -1.15 3.11
C -3.54 -2.50 2.94
C -2.40 -3.12 2.44
C -1.35 -2.27 2.00
S 0.14 -2.90 1.39
H -2.70 0.68 2.80
H -4.62 -0.78 3.56
H -4.40 -3.10 3.22
H -2.44 -4.19 2.22
N 5.23 0.63 -0.32
C 4.06 1.36 0.19
C 2.88 0.44 0.05
O 1.65 0.77 0.09
O 3.19 -0.83 0.08
H 6.13 0.99 0.03
H 5.27 0.70 -1.32
H 4.20 -0.85 0.13
H 3.83 2.34 -0.30
H 4.08 1.61 1.29
C -0.76 2.37 -3.74
N -0.23 1.12 -3.13
C -0.84 0.42 -2.20
N -1.91 0.90 -1.51
S -0.33 -1.18 -1.79
H -1.17 2.99 -2.93
H -1.59 2.11 -4.49
H 0.10 2.89 -4.19
H 0.54 0.68 -3.58
H -2.46 1.59 -1.96
H -2.32 0.26 -0.85
*
```

# 10
Here is a structure of composition C5H9NO in a non-equilibrium geometry from the OMol25 dataset. Energies are from wB97M-V/def2-TZVPD.

Computed properties:
* frontier orbital gap: 9.16 eV
* calculated total energy: -325.78592 Eh
* HOMO: -9.101 eV
* E_LUMO: 0.059 eV
* ΔE to the lowest compared entry with this formula, charge and spin: 398.1 kJ/mol
* M: 99.1 g/mol
* max |F|: 2.5 eV/A

ORCA input file:
```
! RIJCOSX wB97M-V def2-TZVPD def2/J DEFGRID3
* xyz 0 1
C 2.19 -0.45 0.30
C 1.11 0.44 -0.28
C 0.33 -0.09 -1.51
N -0.90 -0.08 -0.69
C -2.66 0.11 0.90
C -0.27 0.36 0.35
O -0.84 0.61 1.48
H 1.84 -1.48 0.40
H 2.48 -0.10 1.30
H 3.08 -0.44 -0.34
H 1.45 1.47 -0.41
H 0.28 0.58 -2.38
H 0.62 -1.10 -1.84
H -2.92 0.63 1.80
H -3.11 0.52 -0.01
H -2.69 -0.97 0.94
*
```

# 11
Here is a structure of composition C30H28FN6O2S2ScSe3Te in a non-equilibrium geometry from the OMol25 dataset. Energies are from wB97M-V/def2-TZVPD.

Computed properties:
* frontier orbital gap: 3.22 eV
* calculated total energy: -10767.82600 Eh
* HOMO: 0.428 eV
* E_LUMO: 3.653 eV
* ΔE to the lowest compared entry with this formula, charge and spin: 251.1 kJ/mol
* M: 997.2 g/mol
* max |F|: 10.6 eV/A

ORCA input file:
```
! RIJCOSX wB97M-V def2-TZVPD def2/J DEFGRID3
* xyz -2 1
Sc 0.16 0.81 -0.33
O 1.95 -4.11 -4.33
C 0.99 -4.49 -3.37
C 0.60 -3.30 -2.46
C -0.45 -3.84 -1.45
O -0.90 -2.86 -0.55
C 1.90 -2.82 -1.73
Se 1.67 -1.29 -0.52
C 0.01 -2.18 -3.36
Se -0.54 -0.54 -2.44
H 2.14 -4.92 -4.87
H 1.41 -5.32 -2.75
H 0.09 -4.87 -3.90
H -0.01 -4.68 -0.87
H -1.33 -4.23 -2.02
H -1.56 -3.30 0.04
H 2.66 -2.51 -2.47
H 2.32 -3.65 -1.13
H -0.88 -2.56 -3.90
H 0.76 -1.87 -4.12
N -3.08 -1.37 1.32
C -2.16 -2.30 1.75
C -2.28 -3.49 2.45
C -1.10 -4.20 2.72
C 0.14 -3.72 2.29
C 0.24 -2.51 1.58
C -0.93 -1.79 1.31
N -1.10 -0.60 0.64
C -2.39 -0.39 0.67
C -2.85 0.82 0.03
C -4.13 1.32 -0.10
S -4.04 2.80 -0.97
C -2.33 2.62 -1.07
N -1.83 1.54 -0.51
H -4.07 -1.41 1.47
H -3.24 -3.87 2.79
H -1.15 -5.13 3.26
H 1.04 -4.28 2.50
H 1.20 -2.13 1.24
H -5.07 0.92 0.25
H -1.71 3.35 -1.57
Se 4.25 2.59 -2.70
N 3.16 3.37 -3.89
C 1.87 3.13 -3.60
C 0.79 3.60 -4.34
C -0.50 3.26 -3.92
C -0.68 2.46 -2.77
N 0.40 2.02 -2.07
C 1.66 2.35 -2.48
N 2.78 1.96 -1.86
H 0.93 4.21 -5.23
H -1.36 3.62 -4.48
H -1.67 2.20 -2.44
Te 0.87 0.58 2.41
C 1.41 0.39 4.45
C 2.66 0.66 4.99
C 2.71 0.44 6.37
C 1.51 0.00 6.91
S 0.38 -0.12 5.67
H 3.50 1.01 4.41
H 3.61 0.60 6.96
H 1.34 -0.23 7.95
F -0.36 6.50 2.36
C -0.25 5.29 1.80
C -0.37 5.16 0.42
C -0.25 3.90 -0.16
C -0.02 2.78 0.64
C 0.10 2.92 2.03
C -0.02 4.18 2.61
H -0.55 6.04 -0.19
H -0.34 3.78 -1.23
H 0.28 2.05 2.64
H 0.07 4.31 3.68
H 1.94 1.33 -0.49
*
```

# 12
Here is an isolated molecule of C6H8N4 in a non-equilibrium geometry from the OMol25 dataset. Energies are from wB97M-V/def2-TZVPD.

Computed properties:
* frontier orbital gap (alpha / beta): 9.60 / 7.05 eV
* calculated total energy: -452.29518 Eh
* HOMO (alpha / beta): -10.288 / -7.608 eV
* E_LUMO (alpha / beta): -0.687 / -0.553 eV
* ΔE to the lowest compared entry with this formula, charge and spin: 437.1 kJ/mol
* M: 136.2 g/mol
* max |F|: 3.3 eV/A

ORCA input file:
```
! RIJCOSX wB97M-V def2-TZVPD def2/J DEFGRID3
* xyz 0 1
C -1.52 1.38 0.02
C -2.83 -0.67 0.09
C 1.66 -0.10 0.27
C 1.30 0.25 -1.20
C 0.54 0.17 1.33
C -1.70 0.02 0.38
N -1.28 2.44 -0.32
N -3.66 -1.45 -0.10
N 0.24 -0.74 -1.65
N -0.71 -0.52 1.04
H 1.90 -1.20 0.43
H 2.46 0.55 0.65
H 0.75 1.18 -1.20
H 2.15 0.14 -1.93
H 0.88 -0.37 2.23
H 0.41 1.24 1.56
H 0.24 -0.81 -2.76
H -0.82 -1.50 1.16
*
```

# 13
Here is a structure of composition C19H20ClN4Re from the OMol25 dataset. Energies are from wB97M-V/def2-TZVPD.

Computed properties:
* frontier orbital gap (alpha / beta): 6.27 / 6.34 eV
* calculated total energy: -1492.48135 Eh
* HOMO (alpha / beta): -18.799 / -18.529 eV
* E_LUMO (alpha / beta): -12.528 / -12.186 eV
* ΔE to the lowest compared entry with this formula, charge and spin: 96.7 kJ/mol
* M: 526.1 g/mol
* max |F|: 0.7 eV/A

ORCA input file:
```
! RIJCOSX wB97M-V def2-TZVPD def2/J DEFGRID3
* xyz 3 2
Re 0.25 0.17 0.00
C -1.15 -2.20 1.21
N -1.29 -1.31 0.00
C -2.65 -0.62 -0.02
C -2.63 0.89 0.01
C -3.82 1.59 0.02
C -3.78 2.98 0.04
C -2.55 3.63 0.03
C -1.40 2.87 0.02
N -1.44 1.52 0.01
C -1.14 -2.21 -1.21
C -0.79 -1.37 -2.38
C -1.07 -1.67 -3.69
C -0.61 -0.82 -4.68
C 0.10 0.32 -4.32
C 0.33 0.58 -2.99
N -0.10 -0.27 -2.03
C -0.80 -1.36 2.38
C -1.10 -1.65 3.69
C -0.63 -0.79 4.68
C 0.09 0.34 4.32
C 0.34 0.59 2.98
N -0.10 -0.27 2.03
H -0.35 -2.91 1.01
H -2.07 -2.77 1.35
H -3.21 -0.99 0.84
H -3.18 -0.96 -0.91
H -4.76 1.06 0.02
H -4.71 3.54 0.05
H -2.48 4.70 0.04
H -0.43 3.34 0.02
H -2.06 -2.79 -1.35
H -0.33 -2.92 -0.99
H -1.64 -2.56 -3.93
H -0.81 -1.03 -5.72
H 0.47 1.02 -5.06
H 0.86 1.47 -2.67
H -1.67 -2.53 3.93
H -0.84 -1.00 5.72
H 0.46 1.03 5.05
H 0.87 1.47 2.66
Cl 2.09 1.64 0.00
C 2.33 -0.19 0.00
H 2.85 -0.46 0.92
H 2.85 -0.47 -0.91
*
```